No. 1
C7H14 | ωB97M-V/def2-TZVPD

The geometry in XYZ format:
```
21
Properties=species:S:1:pos:R:3:forces:R:3:mulliken_charge:R:1
C -1.8446 0.9467 -0.8343 -0.05 -0.01 -0.01 -1.201
C -0.3546 1.1465 -0.5475 0.07 0.03 0.07 -0.762
C 0.4301 -0.1471 -0.3916 -0.04 0.02 -0.08 1.294
C 0.2997 -1.0763 -1.5828 0.02 -0.06 -0.02 -1.624
C 1.7749 -0.0647 0.2835 0.16 0.08 -0.04 -1.040
C 0.6376 -0.7810 0.9648 -0.08 -0.12 0.04 0.101
C 0.0386 -0.2600 2.2531 -0.02 0.07 0.00 -1.502
H -2.3859 1.8951 -0.7569 0.07 -0.12 -0.02 0.373
H -2.0105 0.5567 -1.8441 0.02 0.03 0.16 0.299
H -2.2964 0.2421 -0.1268 0.07 0.10 -0.05 0.293
H 0.1011 1.7085 -1.3758 -0.08 -0.02 0.13 0.355
H -0.2330 1.7687 0.3472 0.00 -0.11 -0.13 0.383
H -0.7250 -1.4545 -1.6917 0.19 0.06 0.04 0.340
H 0.9667 -1.9410 -1.4903 -0.09 0.14 0.01 0.433
H 0.5597 -0.5447 -2.5078 -0.02 -0.10 0.11 0.341
H 2.6024 -0.6480 -0.1156 -0.17 0.09 0.05 0.279
H 2.0663 0.9045 0.6867 -0.07 -0.17 -0.04 0.274
H 0.7114 -1.8686 0.9364 -0.04 0.16 -0.03 0.367
H -1.0036 -0.5800 2.3721 0.15 0.04 -0.03 0.313
H 0.0618 0.8332 2.3066 0.00 -0.15 -0.04 0.278
H 0.6032 -0.6362 3.1146 -0.08 0.05 -0.14 0.406
```
Positions in Å, forces in eV/Å.

The LUMO energy comes out at 1.12 eV. The frontier orbital gap is 10.76 eV.

***

No. 2
H8O4 | ωB97M-V/def2-TZVPD

The geometry in XYZ format:
```
12
Properties=species:S:1:pos:R:3:forces:R:3:mulliken_charge:R:1
H -0.3412 -1.4913 0.6469 0.23 -0.54 -0.15 0.321
H 0.8287 -1.4506 -0.3361 -1.95 -0.46 -0.11 0.382
H -1.5548 -0.6992 -0.1923 -0.77 0.79 0.23 0.434
H -2.9153 -0.0822 -0.4145 -1.93 0.11 -1.48 0.324
H -0.7959 1.3350 -0.0655 0.72 0.34 -0.35 0.386
H 0.2782 2.2813 0.5429 -0.42 -0.53 -1.28 0.340
H 1.6114 0.4939 0.0882 -0.49 1.34 -0.39 0.376
H 3.0709 -0.1018 -0.0190 0.31 0.42 -0.14 0.303
O -0.1579 -1.7306 -0.2788 1.92 0.65 0.58 -0.746
O -2.2292 -0.0689 0.2013 2.60 -0.56 0.92 -0.709
O 0.0560 1.7962 -0.2972 -0.31 0.11 1.82 -0.740
O 2.1491 -0.2818 0.1241 0.10 -1.68 0.37 -0.673
```
Positions in Å, forces in eV/Å.

The LUMO energy comes out at 0.67 eV. The frontier orbital gap is 12.14 eV.

***

No. 3
C4H8Si | ωB97M-V/def2-TZVPD

The geometry in XYZ format:
```
13
Properties=species:S:1:pos:R:3:forces:R:3:mulliken_charge:R:1
C 2.2725 0.6865 -0.4122 -0.33 -0.36 0.37 -0.560
C 2.0758 -0.3863 0.4155 -0.96 2.46 -2.30 -0.155
C -1.4461 0.4420 0.0566 -1.80 -0.12 -0.73 -0.734
C -2.5770 -0.2001 -0.3631 1.64 1.40 3.96 -0.443
Si 0.6411 -1.4584 -0.0391 -0.76 -0.68 -0.79 -0.004
H 3.2008 1.3156 -0.4443 -1.11 -0.49 0.34 0.246
H 1.4230 0.9999 -1.0913 1.36 -0.48 0.36 0.102
H 2.7688 -0.5643 1.1617 1.57 -0.56 1.36 0.418
H -0.8145 1.0679 -0.6178 -0.54 -0.96 0.49 0.319
H -1.3209 0.5454 1.1126 0.46 0.15 0.50 0.349
H -3.3853 -0.5516 0.3264 1.19 0.03 -0.61 0.225
H -2.7567 -0.1846 -1.3476 -0.93 -0.32 -3.59 0.313
H -0.0815 -1.7120 1.2425 0.19 -0.06 0.64 -0.076
```
Positions in Å, forces in eV/Å.

The LUMO energy comes out at -0.49 eV. The frontier orbital gap is 7.20 eV.

***

Short version: relative energy (zero: lowest compared OMol25 entry of this formula, charge and spin) = 0.720, 0.620, 3.329 eV, in the order given.